w:
{
  "formula": "C2H2F3NO",
  "method": "ωB97M-V/def2-TZVPD",
  "elements": ["C", "C", "N", "O", "F", "F", "F", "H", "H"],
  "positions_angstrom": [[0.641, 0.384, -1.335], [-0.268, -0.118, 1.367], [-0.421, -0.187, -1.012], [-1.421, -0.677, -1.382], [0.986, -0.324, 1.628], [-0.725, 1.008, 1.926], [-1.021, -1.106, 1.792], [0.914, 0.327, -2.346], [1.314, 0.693, -0.638]],
  "e_lumo_ha": [-0.00677, -0.00994],
  "e_homo_ha": [-0.34642, -0.35160],
  "orbital_gap_ha": [0.340, 0.342],
  "mol_weight_g_mol": 113.038
}

x:
{
  "formula": "C2H2F3NO",
  "method": "ωB97M-V/def2-TZVPD",
  "elements": ["C", "C", "N", "O", "F", "F", "F", "H", "H"],
  "positions_angstrom": [[0.182, 0.327, -0.807], [1.494, 0.278, -0.978], [-1.373, -0.602, 1.438], [-0.513, -1.090, 0.649], [-0.863, 0.865, -1.388], [2.149, 1.280, -1.594], [2.422, -0.459, -0.379], [-1.243, 0.197, 2.091], [-2.254, -0.796, 0.968]],
  "e_lumo_ha": [0.00371, 0.00276],
  "e_homo_ha": [-0.33849, -0.33170],
  "orbital_gap_ha": [0.342, 0.334],
  "mol_weight_g_mol": 113.038
}

y:
{
  "formula": "C2H2F3NO",
  "method": "ωB97M-V/def2-TZVPD",
  "elements": ["C", "C", "N", "O", "F", "F", "F", "H", "H"],
  "positions_angstrom": [[1.024, 0.498, 0.058], [-1.318, -0.909, -0.051], [2.160, 0.913, -0.223], [0.584, -0.763, -0.067], [-1.732, -1.833, 0.692], [-1.715, 0.234, 0.405], [-1.533, -1.091, -1.345], [0.134, 1.110, 0.471], [2.395, 1.841, 0.060]],
  "e_lumo_ha": -0.00037,
  "e_homo_ha": -0.35971,
  "orbital_gap_ha": 0.359,
  "mol_weight_g_mol": 113.038
}

Which structure loses on stability? x does.

w:
{
  "formula": "C4H10NO",
  "method": "ωB97M-V/def2-TZVPD",
  "elements": ["C", "C", "C", "N", "C", "H", "H", "H", "H", "H", "H", "H", "H", "H", "H", "O"],
  "positions_angstrom": [[-1.532, 1.796, 0.259], [-0.439, 0.760, 0.031], [-0.377, -0.399, 0.673], [0.199, -1.560, 0.088], [0.124, -2.746, 0.577], [-2.113, 1.594, 1.154], [-2.117, 1.871, -0.648], [-1.034, 2.758, 0.382], [0.008, 0.805, -0.949], [-0.889, -0.574, 1.611], [0.710, -1.411, -0.781], [-0.408, -2.834, 1.509], [0.641, -3.449, -0.060], [2.485, 1.251, -0.498], [2.568, 1.303, -2.039], [2.174, 0.835, -1.311]],
  "e_lumo_ha": -0.18648,
  "e_homo_ha": -0.52374,
  "orbital_gap_ha": 0.337,
  "total_charge": 1,
  "mol_weight_g_mol": 88.130
}

x:
{
  "formula": "C4H10NO",
  "method": "ωB97M-V/def2-TZVPD",
  "elements": ["O", "C", "C", "C", "H", "H", "H", "H", "H", "H", "C", "N", "H", "H", "H", "H"],
  "positions_angstrom": [[-0.535, 0.256, 0.803], [-0.576, -0.827, 0.222], [0.097, -1.215, -1.073], [-0.475, -2.545, -1.528], [-1.218, -1.573, 0.618], [1.187, -1.316, -0.816], [-0.012, -0.419, -1.754], [-0.488, -3.243, -0.669], [0.179, -3.052, -2.317], [-1.462, -2.479, -1.918], [0.520, 3.290, 1.082], [0.512, 2.236, 1.790], [0.014, 3.259, 0.153], [1.182, 4.096, 1.337], [1.093, 2.241, 2.610], [-0.018, 1.290, 1.460]],
  "e_lumo_ha": -0.16502,
  "e_homo_ha": -0.54554,
  "orbital_gap_ha": 0.381,
  "total_charge": 1,
  "mol_weight_g_mol": 88.130
}

y:
{
  "formula": "C4H10NO",
  "method": "ωB97M-V/def2-TZVPD",
  "elements": ["C", "C", "C", "N", "C", "H", "H", "H", "H", "H", "H", "H", "H", "H", "H", "O"],
  "positions_angstrom": [[2.458, 0.604, 1.235], [1.029, 0.580, 0.821], [0.490, -0.465, 0.166], [-0.837, -0.730, -0.194], [-1.385, -1.887, -0.135], [2.943, -0.380, 1.174], [3.048, 1.218, 0.558], [2.530, 0.865, 2.283], [0.379, 1.413, 1.074], [1.105, -1.363, 0.008], [-1.344, 0.041, -0.645], [-2.458, -2.034, 0.039], [-0.719, -2.725, 0.095], [-1.940, 1.311, -2.647], [-2.996, 2.078, -2.060], [-2.305, 1.474, -1.771]],
  "e_lumo_ha": -0.19705,
  "e_homo_ha": -0.52363,
  "orbital_gap_ha": 0.327,
  "total_charge": 1,
  "mol_weight_g_mol": 88.130
}

Which structure loses on stability? y does.

w:
{
  "formula": "C4H10NO",
  "method": "ωB97M-V/def2-TZVPD",
  "elements": ["C", "C", "C", "C", "N", "H", "H", "H", "H", "H", "H", "H", "H", "H", "H", "O"],
  "positions_angstrom": [[0.171, -2.144, -0.436], [-0.402, -0.828, 0.013], [-1.446, -0.153, -0.541], [1.096, 0.212, 1.828], [0.522, 0.131, 0.616], [1.008, -1.893, -1.162], [-0.513, -2.805, -1.073], [0.675, -2.808, 0.434], [-1.655, 0.857, -0.403], [-2.002, -0.811, -1.310], [1.745, 1.009, 1.952], [0.979, -0.766, 2.403], [0.316, 1.103, 0.196], [-0.700, 2.741, -1.413], [0.201, 3.465, -0.349], [0.003, 2.690, -0.755]],
  "e_lumo_ha": -0.20087,
  "e_homo_ha": -0.52107,
  "orbital_gap_ha": 0.320,
  "total_charge": 1,
  "mol_weight_g_mol": 88.130
}

x:
{
  "formula": "C4H10NO",
  "method": "ωB97M-V/def2-TZVPD",
  "elements": ["C", "C", "C", "C", "N", "O", "H", "H", "H", "H", "H", "H", "H", "H", "H", "H"],
  "positions_angstrom": [[1.971, 0.989, 0.033], [1.087, -1.413, -0.197], [-2.930, 0.734, -0.092], [1.676, -0.323, 0.521], [-1.629, 0.189, -0.218], [-1.426, -0.924, 0.238], [1.667, 1.008, -1.055], [1.453, 1.735, 0.648], [2.986, 1.271, 0.121], [0.103, -1.496, 0.245], [1.537, -2.357, -0.026], [1.246, -1.187, -1.301], [-2.757, 1.773, -0.200], [-3.474, 0.253, 0.707], [-3.539, 0.288, -0.890], [2.028, -0.541, 1.467]],
  "e_lumo_ha": -0.22653,
  "e_homo_ha": -0.49986,
  "orbital_gap_ha": 0.273,
  "total_charge": 1,
  "mol_weight_g_mol": 88.130
}

y:
{
  "formula": "C4H10NO",
  "method": "ωB97M-V/def2-TZVPD",
  "elements": ["C", "C", "C", "O", "N", "C", "H", "H", "H", "H", "H", "H", "H", "H", "H", "H"],
  "positions_angstrom": [[-1.581, 1.351, -0.125], [-1.598, 0.070, 0.194], [-0.462, -0.867, 0.373], [-0.635, -2.137, -0.016], [0.937, -0.320, -0.459], [1.924, 0.492, 0.254], [-2.502, 1.907, -0.161], [-0.691, 1.913, -0.358], [-2.539, -0.413, 0.432], [-0.087, -0.864, 1.407], [-1.244, -2.235, -0.761], [0.576, 0.199, -1.270], [1.361, -1.193, -0.795], [2.393, -0.093, 1.041], [2.694, 0.819, -0.446], [1.454, 1.371, 0.690]],
  "e_lumo_ha": -0.12263,
  "e_homo_ha": -0.55065,
  "orbital_gap_ha": 0.428,
  "total_charge": 1,
  "smiles": "C=C[C@@H](O)[NH2+]C",
  "mol_weight_g_mol": 88.130
}

z:
{
  "formula": "C4H10NO",
  "method": "ωB97M-V/def2-TZVPD",
  "elements": ["C", "C", "C", "N", "C", "O", "H", "H", "H", "H", "H", "H", "H", "H", "H", "H"],
  "positions_angstrom": [[0.938, -0.598, 1.674], [0.388, 0.491, 0.754], [-0.491, -0.102, -0.331], [-1.082, 0.995, -1.185], [0.213, -1.078, -1.298], [0.177, -0.834, -2.469], [0.157, -1.213, 2.107], [1.416, -0.112, 2.524], [1.774, -1.132, 1.224], [1.191, 1.182, 0.479], [-0.247, 1.152, 1.345], [-1.355, -0.587, 0.131], [-2.005, 1.263, -0.836], [-0.517, 1.841, -1.119], [-1.211, 0.701, -2.160], [0.654, -1.969, -0.840]],
  "e_lumo_ha": -0.13945,
  "e_homo_ha": -0.55127,
  "orbital_gap_ha": 0.412,
  "total_charge": 1,
  "smiles": "CC[C@@H]([NH3+])C=O",
  "mol_weight_g_mol": 88.130
}

Which structure loses on stability? x does.

w:
{
  "formula": "C4H10NO",
  "method": "ωB97M-V/def2-TZVPD",
  "elements": ["C", "C", "C", "C", "N", "O", "H", "H", "H", "H", "H", "H", "H", "H", "H", "H"],
  "positions_angstrom": [[2.681, 0.726, 0.046], [2.389, -0.531, -0.116], [-2.313, -0.091, -0.088], [-0.801, 0.000, 0.285], [0.032, -0.794, -0.651], [-0.465, 1.414, 0.417], [3.681, 0.899, 0.329], [1.969, 1.488, 0.120], [2.393, -1.595, -0.219], [-2.545, -1.092, 0.150], [-2.521, 0.145, -1.118], [-2.922, 0.523, 0.471], [-0.719, -0.445, 1.302], [-0.200, -1.707, -0.624], [-0.012, -0.549, -1.678], [-0.645, 1.609, 1.375]],
  "e_lumo_ha": -0.21569,
  "e_homo_ha": -0.53099,
  "orbital_gap_ha": 0.315,
  "total_charge": 1,
  "mol_weight_g_mol": 88.130
}

x:
{
  "formula": "C4H10NO",
  "method": "ωB97M-V/def2-TZVPD",
  "elements": ["C", "C", "C", "N", "C", "H", "H", "H", "H", "H", "H", "H", "H", "H", "H", "O"],
  "positions_angstrom": [[2.364, -0.567, -1.500], [1.292, 0.057, -0.640], [-0.017, 0.180, -0.917], [-1.003, 0.200, 0.069], [-2.257, 0.334, -0.180], [2.911, 0.105, -2.161], [1.953, -1.370, -2.107], [3.119, -0.845, -0.761], [1.558, 0.152, 0.405], [-0.389, 0.209, -1.933], [-0.789, 0.519, 1.037], [-3.024, 0.815, 0.413], [-2.640, -0.044, -1.127], [-1.165, 0.872, 3.272], [-0.771, -0.659, 3.355], [-1.142, 0.041, 2.774]],
  "e_lumo_ha": -0.18881,
  "e_homo_ha": -0.51147,
  "orbital_gap_ha": 0.323,
  "total_charge": 1,
  "mol_weight_g_mol": 88.130
}

y:
{
  "formula": "C4H10NO",
  "method": "ωB97M-V/def2-TZVPD",
  "elements": ["C", "N", "C", "C", "C", "O", "H", "H", "H", "H", "H", "H", "H", "H", "H", "H"],
  "positions_angstrom": [[1.474, -0.539, 1.652], [0.151, -0.462, 0.942], [0.368, 0.190, -0.448], [-0.898, -0.359, -1.406], [-1.378, 1.157, -1.198], [-0.292, 1.400, -0.317], [1.327, -0.960, 2.641], [2.040, -1.253, 1.117], [2.072, 0.323, 1.660], [-0.365, 0.338, 1.363], [-0.450, -1.315, 0.956], [1.487, 0.284, -0.698], [-1.477, -1.279, -0.962], [-0.653, -0.556, -2.398], [-1.092, 1.686, -2.198], [-2.315, 1.343, -0.706]],
  "e_lumo_ha": -0.11991,
  "e_homo_ha": -0.55614,
  "orbital_gap_ha": 0.436,
  "total_charge": 1,
  "smiles": "C[NH2+][C@H]1CCO1",
  "mol_weight_g_mol": 88.130
}

Which structure loses on stability? w does.

w:
{
  "formula": "C4H7N4O2",
  "method": "ωB97M-V/def2-TZVPD",
  "elements": ["C", "C", "O", "O", "C", "N", "C", "N", "N", "N", "H", "H", "H", "H", "H", "H", "H"],
  "positions_angstrom": [[2.882, -0.209, 0.470], [1.598, 0.442, 0.133], [1.553, 1.625, -0.194], [0.670, -0.525, 0.148], [-0.698, -0.209, -0.080], [-1.653, -1.213, -0.391], [-2.853, -0.620, 0.058], [-2.690, 0.517, 0.656], [-1.436, 0.869, 0.611], [-0.780, 1.055, -0.769], [3.703, 0.463, 0.650], [3.266, -0.992, -0.225], [2.914, -0.694, 1.490], [-1.393, -2.162, -0.284], [-3.865, -1.114, -0.033], [0.218, 1.516, -0.719], [-1.436, 1.253, -1.523]],
  "e_lumo_ha": -0.15257,
  "e_homo_ha": -0.54129,
  "orbital_gap_ha": 0.389,
  "total_charge": 1,
  "smiles": "CC(=O)O[C@@]12NC=NN1[NH2+]2",
  "mol_weight_g_mol": 143.126
}

x:
{
  "formula": "C4H7N4O2",
  "method": "ωB97M-V/def2-TZVPD",
  "elements": ["C", "C", "C", "C", "N", "N", "N", "N", "O", "O", "H", "H", "H", "H", "H", "H", "H"],
  "positions_angstrom": [[1.144, -0.714, -0.415], [-0.644, 0.388, 0.195], [0.480, 2.619, 0.243], [-0.839, -2.124, 0.003], [1.488, 0.532, -0.338], [0.393, 1.202, 0.040], [-0.168, -0.855, -0.089], [-3.550, 0.311, -0.064], [-3.728, -0.777, 0.185], [-3.696, 1.400, -0.317], [1.787, -1.523, -0.694], [1.529, 2.863, 0.408], [0.130, 3.159, -0.636], [-0.103, 2.911, 1.114], [-0.702, -2.683, -0.923], [-0.418, -2.707, 0.825], [-1.901, -1.992, 0.191]],
  "e_lumo_ha": [-0.24524, -0.26267],
  "e_homo_ha": [-0.50684, -0.49125],
  "orbital_gap_ha": [0.262, 0.229],
  "total_charge": 1,
  "mol_weight_g_mol": 143.126
}

Which structure loses on stability? x does.

w:
{
  "formula": "C5H6",
  "method": "ωB97M-V/def2-TZVPD",
  "elements": ["C", "C", "C", "C", "C", "H", "H", "H", "H", "H", "H"],
  "positions_angstrom": [[-2.078, 0.572, -0.218], [-1.311, -0.385, -0.155], [-0.119, -1.135, 0.030], [1.017, -0.266, -0.276], [1.161, 0.922, 0.223], [-2.660, 1.431, -0.212], [-0.205, -1.347, 1.112], [-0.114, -2.183, -0.458], [1.955, -0.650, -0.673], [0.349, 1.557, 0.720], [2.006, 1.484, -0.094]],
  "e_lumo_ha": 0.04068,
  "e_homo_ha": -0.35067,
  "orbital_gap_ha": 0.391,
  "smiles": "C#CCC=C",
  "mol_weight_g_mol": 66.103
}

x:
{
  "formula": "C5H6",
  "method": "ωB97M-V/def2-TZVPD",
  "elements": ["C", "C", "C", "C", "C", "H", "H", "H", "H", "H", "H"],
  "positions_angstrom": [[2.406, -0.177, -0.271], [1.362, 0.388, -0.057], [-0.048, 0.670, -0.214], [-0.754, -0.673, -0.148], [-1.204, 0.440, 0.731], [3.152, -0.870, -0.581], [-0.265, 1.379, -1.010], [-1.303, -1.036, -1.005], [-0.146, -1.427, 0.347], [-2.118, 0.927, 0.402], [-1.083, 0.380, 1.806]],
  "e_lumo_ha": 0.04319,
  "e_homo_ha": -0.33622,
  "orbital_gap_ha": 0.379,
  "smiles": "C#CC1CC1",
  "mol_weight_g_mol": 66.103
}

Which structure loses on stability? w does.